DFT (the ωB97M-V functional and the def2-TZVPD basis) results for C19H23NO2S in the gas phase.

Each line ends with the Mulliken charge.
Element x y z (Å)
S  2.494  1.524  2.119  -0.11
O  0.169  2.018  -2.099  -0.64
O  -4.736  -2.537  0.854  -0.45
N  -1.364  2.581  -0.539  -0.14
C  -5.017  -0.177  0.300  -0.32
C  3.332  -1.427  -1.569  -0.66
C  -2.986  -1.372  -0.165  -0.71
C  4.205  -1.213  1.041  -0.58
C  3.936  1.271  1.005  -1.29
C  -4.449  0.966  -0.241  -0.94
C  3.874  -0.060  0.338  0.62
C  1.131  1.386  0.920  -0.35
C  0.961  2.649  0.082  -0.55
C  -4.286  -1.358  0.344  0.91
C  -3.164  0.955  -0.754  0.29
C  -0.100  2.386  -0.975  0.42
C  3.575  -3.930  -1.513  -1.43
C  -6.042  -2.593  1.373  -0.85
C  4.107  -2.453  0.443  -0.60
C  -2.525  2.197  -1.318  -1.07
C  -2.437  -0.232  -0.707  -0.19
C  3.667  -2.578  -0.872  0.93
C  3.431  -0.181  -0.974  -0.27
H  -1.433  -0.253  -1.105  0.52
H  1.896  2.883  -0.430  0.23
H  3.162  0.700  -1.540  0.28
H  2.982  -1.499  -2.589  0.35
H  -6.167  -1.914  2.223  0.34
H  -5.030  1.878  -0.267  0.30
H  4.574  -4.311  -1.726  0.30
H  -3.240  3.025  -1.336  0.39
H  1.340  0.522  0.288  0.08
H  -2.431  -2.296  -0.126  0.44
H  4.535  -1.130  2.067  0.39
H  0.687  3.491  0.719  0.37
H  -6.024  -0.129  0.684  0.38
H  -6.790  -2.359  0.609  0.34
H  0.241  1.185  1.515  0.39
H  3.085  -4.638  -0.848  0.36
H  -1.521  2.803  0.431  0.29
H  3.021  -3.881  -2.447  0.34
H  -6.182  -3.619  1.711  0.24
H  4.795  1.354  1.669  0.51
H  3.950  2.092  0.288  0.38
H  -2.160  2.014  -2.333  0.35
H  4.370  -3.340  1.001  0.38

E_HOMO = -0.309 Eh
strongest force on any atom = 0.73 eV/Å
gap between HOMO and LUMO = 0.3332 hartree
SMILES = COc1ccc(CNC(=O)CCSCc2ccc(C)cc2)cc1